Entry 1:
134
Properties=species:S:1:pos:R:3:forces:R:3 method="wB97M-V/def2-TZVPD" total_charge=+1 gap_ha="0.331 / 0.080" lumo_ev="-3.2 / -9.9" multiplicity=2 energy_ev=-127902.416 s2=0.76
Cl 1.17917 0.57806 -0.59260 0.78 -3.13 -3.03
Na 4.57599 0.28586 0.62855 0.01 -0.12 -0.15
O 4.47510 -1.35512 -7.33842 -0.49 0.32 0.02
O 2.67595 -0.22178 5.22788 -0.36 -0.54 -0.95
O -2.24975 -0.77604 4.75667 0.16 0.23 -1.26
O -1.01180 -2.02557 -5.01980 0.24 -0.37 -1.99
O 5.01792 2.53544 0.91414 0.21 1.58 0.64
O -1.85691 5.62995 1.38236 4.05 -0.79 0.32
O -3.67895 -5.28816 -0.91272 -0.18 1.66 0.09
O -1.27135 -3.92411 2.26670 -1.11 -1.06 -0.08
O -2.79897 -2.87340 -5.99072 1.87 0.51 1.42
O 3.42771 -0.29909 -5.82046 0.60 -0.77 -1.56
O 0.15371 -0.36515 -0.89745 0.32 0.54 0.57
O 5.04552 -1.76884 -5.12920 -1.51 0.94 -2.30
O 0.46855 -4.62771 1.14709 0.12 -0.81 -0.63
O 4.37823 -4.43730 0.52849 -0.18 2.58 0.14
O -4.62089 3.22525 1.74751 -0.74 -5.19 -2.00
O -1.05759 -6.18979 2.02569 1.77 4.98 -2.11
O 0.06166 4.81228 0.43306 1.61 -0.62 0.54
O -3.55944 -3.19418 -1.14983 0.54 1.07 0.06
O -4.80828 -3.88835 0.59240 0.74 -0.85 -0.92
O -3.03648 3.55472 -4.38621 -0.18 3.80 0.03
O 5.92613 4.64621 1.22711 -2.74 -0.70 0.70
O 4.31503 -2.10043 0.11381 -0.35 -1.11 -0.07
O 1.75821 0.25682 0.72051 0.04 0.65 0.15
O 2.43069 1.11594 6.89918 0.75 -1.71 -2.76
O -2.41591 5.82129 -3.98563 0.10 -4.04 -0.51
O 0.05060 5.05368 2.59259 0.12 -0.52 -1.50
O 0.65383 1.89089 -0.51772 0.10 1.33 0.63
O -1.10154 4.09469 -3.44236 0.87 -1.02 -0.44
O -3.69262 -0.87765 3.02464 1.48 0.21 -1.25
O 2.24707 0.47140 -1.59700 -1.13 0.71 1.88
O -2.00514 0.50834 2.90591 -0.50 -0.87 -0.46
O 0.68787 -0.39014 6.40030 4.97 2.32 -0.81
O 3.97717 4.12247 2.23993 3.49 0.86 -1.44
O -2.95284 -1.75163 -3.97584 -0.15 -0.46 -0.59
O -5.87925 1.25771 1.34453 1.74 -0.06 -1.20
O 3.35407 -3.72817 -1.19813 0.35 -0.06 0.57
O -3.78857 1.43325 0.54442 0.31 0.49 -0.30
C -2.51797 2.36618 -3.96631 0.82 -2.46 -1.59
C -2.20702 4.60694 -3.97833 -1.52 2.79 0.20
C 2.87167 3.28436 2.41159 -0.05 -1.20 -0.02
C -0.99321 1.30179 3.47585 0.92 0.62 -0.26
C -4.10482 -4.10878 -0.37241 -0.31 -0.41 0.52
C 0.61301 -3.20121 1.20142 -0.29 -0.66 -0.44
C 1.85121 1.50490 8.05690 -1.93 1.31 2.90
C -0.75235 -2.78963 1.66871 -0.06 1.76 0.14
C -2.58018 -0.44347 3.63411 -1.46 -0.56 2.54
C 2.15115 -1.13610 4.23889 0.21 -0.11 -0.51
C -2.59857 2.23921 0.18171 -0.03 -0.63 0.48
C 4.38752 -1.23502 -6.03558 1.03 -0.12 2.31
C 5.01126 3.67335 1.41188 -1.20 0.00 0.20
C 6.95613 4.57700 0.27677 2.14 -1.21 -0.78
C 1.84619 0.12394 6.19536 -4.45 -1.24 1.60
C -0.26939 5.15468 -0.87874 -1.51 0.16 -1.67
C -3.47057 -1.81684 -0.71251 0.73 -0.16 -0.55
C -1.08012 2.65205 -3.61523 0.51 0.84 2.16
C -0.45280 5.48134 3.85193 -0.89 1.05 -0.33
C 5.09042 -4.29564 1.80297 1.09 -0.18 -1.14
C 5.18203 -2.43582 -7.91423 0.07 -0.73 0.00
C -0.32964 -1.08002 -4.26727 1.36 -0.01 2.08
C 4.05215 -3.27044 -0.17043 0.08 -1.93 0.95
C -0.68400 -5.01810 1.73263 -0.90 -4.11 3.08
C 3.33577 0.31614 -4.60523 -0.12 1.06 2.23
C -4.63959 -1.65620 3.73786 -1.17 1.13 1.16
C -4.20890 -6.48263 -0.43216 -0.53 -1.16 0.49
C -4.05125 -3.52827 -5.93400 -0.97 0.14 -0.37
C -4.75157 2.03697 1.24466 -0.72 4.44 2.34
C 2.60641 -2.86001 -2.02490 0.51 1.17 -0.40
C -6.95252 1.62507 2.22300 0.18 1.62 0.15
C -0.66189 5.25253 1.44603 -4.08 0.44 1.20
C -2.32458 -2.20286 -4.90525 -1.20 0.49 0.25
H -6.73362 1.17555 3.19156 -0.18 0.57 0.08
H -1.69575 1.63393 0.26327 -0.46 -0.68 0.39
H -2.41883 3.08302 0.84789 -0.69 0.15 -0.24
H 3.23389 2.34544 2.83033 -0.20 -0.41 -0.23
H 0.70209 -0.98280 -4.60515 -0.27 -0.08 -0.88
H -3.13312 1.87129 -3.21479 0.16 0.24 0.28
H 3.01207 -1.39897 3.62422 0.12 -0.21 0.27
H 2.84331 1.27898 -4.74133 -0.39 -0.20 -0.20
H 7.35599 5.56018 0.02862 -0.41 0.11 0.66
H -2.59602 -1.49157 -1.27593 -0.30 0.39 -0.35
H -0.73424 6.52621 3.72105 0.27 0.18 0.45
H 2.80790 -0.27461 -3.85658 -0.31 -0.14 -0.19
H 4.64618 -3.35934 -7.69498 0.22 -0.11 0.21
H 3.22409 -2.01872 -2.33922 0.16 -0.02 -0.11
H 0.79854 1.77279 7.96613 -0.16 -0.17 -0.42
H 0.34755 5.34198 4.57865 -0.15 0.05 -0.18
H -3.16822 -1.65264 0.32177 -0.74 -0.53 0.28
H -0.84175 2.24897 -2.63094 -0.03 -0.06 0.23
H 1.64725 -2.02773 4.61196 0.34 0.15 0.57
H -0.24454 1.30973 2.68367 0.18 0.71 -0.03
H 2.32237 2.42023 8.41501 0.39 -0.21 -0.17
H 6.20094 -2.46203 -7.52790 -0.04 -0.12 -0.22
H -3.80400 -6.71520 0.55276 -0.22 0.04 0.10
H 1.77257 -2.42445 -1.47437 -0.22 -0.37 -0.17
H 5.11895 -2.30842 -8.99492 0.30 0.27 0.20
H -7.06075 2.70695 2.14610 0.73 0.27 1.08
H -0.03016 6.19477 -1.10033 -0.31 -0.02 0.13
H 6.83132 4.09132 -0.69103 -1.39 -0.06 0.05
H 4.76909 -3.43736 2.39307 -0.21 -0.30 -0.06
H -4.26978 -2.38091 4.46322 0.41 -0.29 -0.76
H 6.15042 -4.22026 1.56049 0.09 0.66 -0.08
H -1.42788 2.28140 3.67469 0.22 0.12 -0.20
H 0.14299 4.54791 -1.68490 1.37 -0.28 0.92
H 5.11124 -5.25491 2.32013 -1.07 0.13 -0.02
H -0.22816 2.34474 -4.22170 -0.53 0.20 -0.78
H -5.41503 -1.96645 3.03748 0.68 -0.59 -0.16
H 4.25651 0.59683 -4.09380 0.63 -0.38 -0.50
H 1.41758 -2.94454 1.89053 0.15 -0.04 -0.14
H -4.35231 -1.23594 -0.98306 0.05 -0.20 0.14
H -0.71269 -0.07424 -4.09473 -0.78 -0.16 -0.68
H 1.43861 -0.69586 3.54133 -0.17 0.65 0.34
H -4.85234 -2.79068 -5.98211 -0.04 -0.01 0.10
H -0.45221 0.99055 4.36946 -0.73 -0.79 0.20
H -7.98309 1.42173 1.93200 0.48 -1.45 -0.88
H -5.29879 -6.46805 -0.43881 -0.02 0.11 0.29
H 2.18473 3.67608 3.16176 0.21 0.54 -0.42
H -5.16421 -0.92868 4.35719 -0.14 0.08 0.34
H -1.35202 -2.45203 0.82341 -0.21 -0.17 0.04
H -0.73510 -1.99139 2.41074 0.01 0.02 0.01
H -4.21951 -4.17472 -5.07266 0.44 0.16 0.13
H 7.74913 3.94997 0.68429 0.28 0.34 0.34
H 1.87428 0.76319 8.85530 0.33 -0.23 -0.14
H -3.90844 -7.27761 -1.11468 0.18 0.19 -0.05
H 2.32453 -3.41254 -2.92120 -0.19 -0.07 0.39
H -4.08002 -4.12160 -6.84791 -0.03 -0.01 0.16
H -1.29649 4.88153 -1.12069 -0.52 0.88 0.63
H -2.49131 1.73210 -4.85250 -0.36 -0.46 0.10
H -0.15416 -1.47001 -3.26466 -0.42 -0.15 0.36
H -2.61127 2.48975 -0.87902 -0.68 0.39 0.12
H -1.38340 5.00774 4.16466 0.17 -0.54 -0.20
H 0.75405 -2.85064 0.17902 0.49 0.04 0.25
H 2.41316 3.17304 1.42900 -0.47 -0.26 0.27

***

Entry 2:
109
Properties=species:S:1:pos:R:3:forces:R:3 method="wB97M-V/def2-TZVPD" total_charge=+1 gap_ha=0.323 lumo_ev=-2.8 multiplicity=1 energy_ev=-64370.385
P 1.39216 0.86005 0.53950 6.25 0.32 4.50
O 1.34817 2.63172 0.72331 0.71 -3.75 -0.66
O -2.32372 -3.82821 -0.58097 2.32 -0.63 2.77
O 1.52819 -2.42060 -4.70159 -0.89 2.13 -0.17
O -1.47783 -4.53528 1.72612 2.25 2.57 -2.20
O 0.92501 0.27455 2.09429 -0.81 2.48 -2.68
N 1.83468 1.81488 4.68450 0.76 -0.37 0.14
N -1.23341 4.48816 3.07578 0.04 0.82 -0.57
N 2.96281 0.37742 0.35822 -3.73 0.66 0.18
N 0.74220 -3.64414 -0.52124 0.70 1.00 0.34
N 0.35994 0.33147 -0.85944 -1.18 0.11 0.54
N -2.47207 2.88220 -3.02200 -1.26 0.21 1.53
C 4.11293 1.32154 6.23037 0.03 0.01 0.01
C 2.58753 0.70736 4.50568 -0.29 0.51 0.22
C 2.03984 -4.30008 -0.10392 1.13 -0.54 -1.42
C 0.57657 -1.09450 -1.29842 0.81 -4.09 -1.89
C -2.25529 -5.28752 -0.88120 -0.77 -0.61 -1.31
C 2.23805 2.67183 5.64750 -0.49 -0.26 -0.61
C -1.71067 5.69809 3.44015 0.28 -0.88 -0.07
C 3.72202 0.41878 5.24716 0.01 0.21 0.17
C -2.22268 0.68876 -1.53740 -1.65 0.59 -1.27
C 0.53189 1.39157 -1.91423 0.75 2.85 -2.39
C -0.91791 6.74259 1.45049 -0.02 0.07 0.01
C -4.95636 -0.51249 1.35065 -0.18 -0.78 0.01
C 1.80893 -1.39176 -2.32166 1.58 0.22 -1.23
C -0.41346 5.51039 1.04835 -0.12 0.16 0.11
C 2.49002 4.57124 -2.89653 -0.89 0.84 -0.35
C 1.74827 3.18789 -3.37008 -0.24 -0.38 -0.55
C -1.64395 -0.79994 0.53849 -1.18 -0.58 1.48
C 1.50636 -6.73605 0.83757 0.12 -0.28 -0.42
C -2.27960 -0.09228 1.91964 -1.41 -0.04 0.13
C 0.67845 -2.18670 -0.08248 -0.72 0.31 1.17
C 1.42781 -1.14789 -3.93467 -0.13 -0.07 0.47
C -0.67649 -2.07552 0.83245 0.48 -0.26 0.96
C -0.79158 -2.48103 -5.93438 -0.51 0.79 -0.04
C 3.35910 2.47226 6.43702 0.09 -0.30 -0.11
C -2.72805 2.28553 -1.62979 1.19 0.48 0.51
C -3.77234 0.60384 1.61775 -0.04 -0.09 1.29
C 0.85864 -2.29374 -6.00702 -0.52 -1.32 -1.51
C 2.01467 1.90952 -2.31276 0.81 1.30 -1.48
C -1.10167 0.41299 -0.37882 -3.15 1.19 1.21
C -2.55930 -1.14184 3.14162 0.76 0.58 0.67
C -1.58088 6.84219 2.66937 0.16 -0.03 -0.28
C -0.59601 4.42202 1.88637 -0.65 -0.13 0.88
C 2.02179 -5.91762 -0.51025 0.44 0.71 1.04
B -1.53849 -3.50445 0.63350 -0.05 -2.05 -0.34
H -2.33788 -5.38694 -2.06172 0.11 0.32 2.48
H -2.61733 -1.31506 0.06770 2.31 1.55 0.50
H -4.52317 -1.60380 1.13533 -0.78 2.42 0.37
H 2.20983 -2.51617 -2.32401 -1.37 2.37 0.44
H -1.10481 1.40001 0.29648 -0.06 -2.02 -1.35
H -1.25471 -2.81922 -6.97627 1.30 0.70 2.18
H -3.83681 2.41825 -1.26450 2.06 -0.55 -0.75
H -0.79530 7.61811 0.81955 -0.02 -0.10 0.08
H -3.72537 1.46596 0.83145 -0.10 -1.77 1.26
H -5.63061 -0.65118 2.32558 1.47 0.46 -2.26
H -1.23970 -5.78345 -0.57677 -2.06 1.08 -0.25
H -1.34719 -1.45726 -5.67438 1.26 -2.16 -0.47
H 2.90155 5.20463 -3.81966 -0.86 -1.59 2.02
H 2.67868 1.17791 -2.94265 -1.54 1.06 1.65
H 1.35918 -6.13229 -1.46436 1.22 0.58 2.07
H -0.41279 -1.39392 -1.90022 1.92 0.88 1.38
H 3.13505 -6.22975 -0.79892 -2.47 0.66 0.78
H 0.10892 5.39990 0.10487 0.00 -0.01 0.05
H 1.61988 -6.10350 1.82393 -0.10 -1.12 -2.07
H -0.27690 -2.14827 1.95669 -1.08 0.67 -2.34
H -1.61778 0.78289 2.32591 -0.99 -1.74 -0.83
H -3.20017 -5.81727 -0.42325 2.13 0.93 -0.73
H 3.35841 4.42016 -2.12603 -1.70 0.15 -1.54
H 0.06926 1.08890 -2.97589 0.62 0.43 2.88
H -2.06941 2.95297 -0.89088 -1.40 -1.51 -1.40
H 1.18071 -1.32690 -6.61633 -0.75 -1.78 1.57
H -1.98598 7.78795 3.01098 0.04 -0.11 -0.02
H 2.92060 -3.78298 -0.68514 -1.34 -0.93 1.11
H 3.63752 3.19565 7.19495 -0.07 -0.06 -0.09
H -4.05915 1.12541 2.65303 0.72 -0.95 -2.34
H 0.57871 3.36500 -3.47201 2.42 -0.24 0.25
H -5.65136 -0.26419 0.43406 1.38 -0.30 1.92
H 4.28732 -0.48758 5.06223 -0.07 0.08 0.01
H -3.27018 0.14108 -1.35277 2.80 0.73 0.16
H -1.91502 0.29148 -2.62163 -0.44 1.05 2.39
H 3.20304 -0.20836 1.18760 -0.31 0.64 -0.75
H 0.36715 -7.03138 0.75603 2.42 0.43 0.14
H 0.74046 1.05155 2.72791 0.23 -1.03 -0.91
H 1.64102 5.25361 -2.41408 2.03 -1.39 -0.79
H 0.30014 -0.83769 -3.96604 2.05 -0.16 -0.16
H -1.12113 -3.27105 -5.13174 0.91 1.47 -1.53
H 1.24371 -3.21135 -6.66463 -0.65 1.99 1.66
H 0.53708 -3.75854 -1.54152 0.50 0.06 1.25
H 2.20125 -7.67117 0.94949 -1.68 1.58 -0.09
H 2.28173 2.82772 1.06715 -1.48 -0.59 -0.68
H 1.63296 -2.01976 0.60851 -2.03 0.02 -1.74
H -0.00145 2.36911 -1.47893 0.93 -2.36 -1.13
H 2.77516 -0.76723 -2.00088 -2.31 -1.26 -0.68
H -3.23869 2.53613 -3.64650 0.92 0.73 0.65
H 2.24350 0.03556 3.72466 0.25 -0.02 0.29
H -3.15856 -0.54859 3.97626 1.18 -1.31 -1.78
H -0.50700 -4.46747 2.03788 -2.38 -0.21 -0.35
H 2.68381 2.37087 -1.48480 -1.47 -1.24 -1.12
H -1.51931 -1.43295 3.64107 -2.32 0.36 -1.09
H -2.21680 5.72519 4.40109 0.03 0.04 -0.09
H 1.61495 3.55293 5.77291 0.07 -0.07 0.00
H 2.10085 2.85675 -4.46150 -0.65 0.75 2.48
H 4.99747 1.13000 6.83084 -0.11 0.03 -0.08
H -0.22345 3.43841 1.61551 -0.24 0.44 0.14
H 2.28220 -4.14775 1.05002 -0.89 -0.38 -2.46
H -2.58400 3.93017 -2.88757 -0.04 -1.76 -0.60
H -3.17178 -2.10048 2.84652 1.38 1.94 0.50
H 2.15740 -0.34803 -4.42760 -1.73 -1.57 0.99